{
  "formula": "C5H11N2O",
  "method": "ωB97M-V/def2-TZVPD",
  "elements": ["O", "C", "C", "C", "C", "N", "C", "N", "H", "H", "H", "H", "H", "H", "H", "H", "H", "H", "H"],
  "positions_angstrom": [[2.691, 2.346, -0.569], [1.698, 2.831, -1.009], [0.350, 2.166, -0.921], [0.341, 0.839, -0.471], [0.694, -0.244, -1.585], [-1.800, -2.112, 2.775], [-1.565, -1.827, 1.428], [-0.438, -1.616, 0.884], [1.726, 3.846, -1.433], [1.712, -0.118, -1.946], [-0.538, 2.756, -1.143], [1.221, 0.815, 0.190], [-0.579, 0.546, 0.029], [0.189, 0.053, -2.507], [0.383, -1.204, -1.198], [-2.765, -2.280, 3.035], [-1.290, -2.925, 2.307], [-2.387, -1.899, 0.711], [0.356, -1.976, 1.424]],
  "molar_mass_g_mol": 115.16,
  "total_charge": 1,
  "total_energy_ev": -10378.567,
  "homo_energy_ev": -13.25,
  "de_lowest_kj_mol": 679.1
}